Entry 1:
An isolated molecule of C5H9F. Source: the Open Molecules 2025 dataset; level of theory: ωB97M-V/def2-TZVPD.

The geometry in ORCA input format:
```
! wB97M-V def2-TZVPD RIJCOSX def2/J DEFGRID3
* xyz 0 1
C -0.636 -1.221 1.124
C 0.545 -0.847 0.152
C 0.833 0.557 -0.396
C -0.041 1.754 -0.033
C 0.175 -0.500 -1.305
F -1.230 -0.355 -1.423
H -0.422 -0.953 2.178
H -1.516 -0.590 0.879
H -0.844 -2.325 1.074
H 1.445 -1.462 0.248
H 1.892 0.623 -0.513
H -0.138 1.925 1.074
H -1.110 1.515 -0.390
H 0.386 2.663 -0.440
H 0.663 -0.786 -2.229
*
```

Values from the calculation:
Orbital gap   11.07 eV
ΔE to the lowest compared entry with this formula, charge and spin   24.5 kcal per mole
Strongest force on any atom   2.24 eV/Å
E_LUMO   1.094 eV

Entry 2:
A cluster of 2 separate species, C5H7N in total. Source: the Open Molecules 2025 dataset; level of theory: ωB97M-V/def2-TZVPD.

The geometry in ORCA input format:
```
! wB97M-V def2-TZVPD RIJCOSX def2/J DEFGRID3
* xyz 0 1
C -0.996 -1.688 1.877
C -0.787 -0.232 1.546
C -0.970 0.280 0.355
N -1.044 0.745 -0.786
H -1.846 -1.819 2.557
H -1.188 -2.277 0.977
H -0.110 -2.101 2.370
H -0.479 0.453 2.332
H -1.968 1.099 -1.035
C 2.892 1.489 -2.788
C 1.806 1.283 -2.311
H 3.855 1.673 -3.212
H 0.838 1.095 -1.881
*
```

Values from the calculation:
Orbital gap   9.92 eV
ΔE to the lowest compared entry with this formula, charge and spin   81.0 kcal per mole
Strongest force on any atom   0.61 eV/Å
E_LUMO   0.857 eV

Entry 3:
A structure of composition C6H10N3O. Source: the Open Molecules 2025 dataset; level of theory: ωB97M-V/def2-TZVPD.

The geometry in ORCA input format:
```
! wB97M-V def2-TZVPD RIJCOSX def2/J DEFGRID3
* xyz 1 3
C 1.233 0.539 -2.482
C 0.666 1.737 -3.065
C 1.045 0.266 -1.117
C -0.004 2.656 -2.231
C -1.329 -2.594 1.892
C 0.317 1.253 -0.488
N -0.164 2.333 -0.940
N 0.172 1.215 1.485
N -1.215 -3.608 2.715
O -0.868 -1.480 2.093
H 1.912 -0.135 -3.091
H 0.835 2.053 -4.053
H 1.275 -0.669 -0.670
H -0.492 3.586 -2.578
H -1.669 -2.798 0.840
H -0.296 0.278 1.902
H 1.183 1.398 1.798
H -1.526 -4.535 2.675
H -0.410 2.001 1.616
H -0.665 -3.495 3.699
*
```

Values from the calculation:
Orbital gap (alpha / beta)   6.08 / 6.41 eV
ΔE to the lowest compared entry with this formula, charge and spin   13.2 kcal per mole
Strongest force on any atom   5.74 eV/Å
E_LUMO (alpha / beta)   -3.486 / -7.273 eV

Entry 4:
An isolated molecule of C6H8ClN. Source: the Open Molecules 2025 dataset; level of theory: ωB97M-V/def2-TZVPD.

The geometry in ORCA input format:
```
! wB97M-V def2-TZVPD RIJCOSX def2/J DEFGRID3
* xyz 0 1
C 0.207 1.003 -1.130
C 0.007 1.834 -0.058
C -0.348 1.369 1.207
N 0.121 0.278 1.721
C 0.884 -0.497 0.896
C 0.454 -1.138 -0.196
C -0.930 -1.651 -0.341
Cl 1.610 -2.148 -0.915
H -0.608 0.523 -1.528
H 0.778 1.393 -1.883
H 0.659 2.706 0.081
H -0.882 2.157 1.790
H 1.874 -0.515 1.133
H -1.562 -0.845 0.012
H -1.046 -2.435 0.545
H -1.219 -2.032 -1.333
*
```

Values from the calculation:
Orbital gap   8.91 eV
ΔE to the lowest compared entry with this formula, charge and spin   75.8 kcal per mole
Strongest force on any atom   3.41 eV/Å
E_LUMO   0.620 eV

Number 1: E -8046.9792 eV. Number 2: E -6784.9984 eV. Number 3: E -12889.6253 eV. Number 4: E -20360.3007 eV.